Density functional theory data (ωB97M-V/def2-TZVPD) for a cluster of 13 separate species, C49H131N17O21 in total.

Values from the calculation:
Spin multiplicity: 1
E_tot in Ha: -4456.23755

Each atom is followed by the atoms it is bonded to, with distances in Å.
Cartesian coordinates (Å):
1 O 5.680 2.488 -1.641  C66 1.207
2 O 6.495 -0.920 -1.977  C53 1.438, H177 0.941
3 O -5.531 -3.152 -3.266  C68 1.385, C81 1.428
4 O 4.642 -1.903 -3.720  C72 1.203
5 O 1.662 0.535 -1.396  C40 1.394, C69 1.398
6 O -2.123 -2.573 -0.169  C48 1.452, C51 1.347
7 O -1.463 2.497 0.230  C49 1.245
8 O 7.557 1.425 -3.185  C83 1.451, H214 0.974
9 O 1.871 7.596 -0.052  C61 1.432, C86 1.399
10 O 3.338 -6.214 -1.945  C42 1.454, C77 1.393
11 O 5.231 5.084 5.263  C73 1.370, C85 1.425
12 O -6.192 2.190 -0.218  C79 1.222
13 O -4.550 -6.867 1.561  C71 1.236
14 O 0.721 -4.194 2.355  C46 1.401, C52 1.405
15 O -7.965 -2.083 1.087  C55 1.402, C63 1.405
16 O -3.974 2.162 -5.223  C74 1.426, C82 1.423
17 O -6.081 -2.169 6.225  C43 1.371, C70 1.369
18 O -2.100 1.079 4.128  C45 1.442, C76 1.446
19 O 3.617 0.729 5.459  C62 1.418, C65 1.459
20 O 3.497 3.431 -4.818  C59 1.393, C64 1.449
21 O -0.063 -2.432 -3.548  C57 1.439, C80 1.442
22 N 6.264 1.261 0.201  C66 1.360, H152 0.949, H162 1.006
23 N 5.736 3.570 0.344  C66 1.433, H146 0.987, H165 0.974
24 N 2.070 5.403 -2.070  C44 1.463, C87 1.409, H139 1.006
25 N 0.134 -0.831 0.794  C75 1.481, C84 1.469, H116 0.997
26 N -4.509 3.373 0.910  C79 1.406, H145 1.032, H215 0.995
27 N 2.891 -2.340 -5.144  C72 1.370, H91 0.998, H143 0.991
28 N -1.280 4.644 -0.343  C49 1.397, H120 1.030, H197 1.011
29 N -3.660 -5.628 3.267  C71 1.460, H111 1.026, H183 1.030
30 N -2.515 0.418 -3.491  C39 1.500, C54 1.460, H154 0.986
31 N -4.014 1.630 -0.461  C79 1.354, H108 0.997, H211 1.038
32 N 2.517 -4.378 0.380  C58 1.420, C78 1.458, H188 0.973
33 N 4.998 -1.792 -5.923  C72 1.387, H133 1.016, H135 0.988
34 N 0.331 3.064 -1.165  C49 1.387, H173 1.001, H189 1.035
35 N -6.477 -1.164 -1.258  C50 1.451, C60 1.469, H205 1.014
36 N -4.760 0.016 4.739  C41 1.428, C67 1.456, H95 0.999
37 N 5.615 1.859 3.623  C47 1.455, C56 1.466, H161 0.985
38 N -5.737 -5.014 2.222  C71 1.351, H114 0.993, H129 1.025
39 C -1.223 -0.317 -3.686  N30 1.500, C80 1.507, H105 1.120, H213 1.109
40 C 2.324 0.149 -0.232  O5 1.394, C75 1.555, H153 1.104, H172 1.122
41 C -4.332 0.554 3.487  N36 1.428, C45 1.498, H163 1.080, H206 1.125
42 C 4.010 -4.997 -1.519  O10 1.454, C58 1.544, H117 1.113, H201 1.074
43 C -6.642 -2.144 7.475  O17 1.371, H103 1.134, H122 1.085, H184 1.093
44 C 2.903 5.527 -0.875  N24 1.463, C61 1.514, H196 1.084, H199 1.138
45 C -2.886 0.397 3.130  O18 1.442, C41 1.498, H99 1.126, H148 1.093
46 C -0.370 -3.808 3.145  O14 1.401, H128 1.101, H187 1.088, H190 1.146
47 C 4.395 1.200 3.186  N37 1.455, C62 1.569, H107 1.111, H204 1.095
48 C -2.177 -1.123 -0.226  O6 1.452, C84 1.512, H125 1.120, H160 1.137
49 C -0.775 3.342 -0.374  O7 1.245, N28 1.397, N34 1.387
50 C -6.354 -0.981 -2.692  N35 1.451, C68 1.484, H195 1.090, H218 1.064
51 C -3.311 -3.082 0.205  O6 1.347, H156 1.142, H175 1.093, H210 1.095
52 C 0.326 -4.834 1.169  O14 1.405, C78 1.549, H132 1.120, H167 1.095
53 C 7.636 -0.926 -2.853  O2 1.438, C83 1.436, H130 1.124, H147 1.095
54 C -2.272 1.848 -3.656  N30 1.460, C74 1.517, H136 1.076, H191 1.085
55 C -7.833 -2.340 2.458  O15 1.402, H127 1.119, H164 1.096, H192 1.112
56 C 5.616 3.305 3.869  N37 1.466, C85 1.541, H178 1.114, H209 1.058
57 C -0.041 -3.780 -3.044  O21 1.439, H123 1.108, H131 1.092, H137 1.089
58 C 3.843 -4.699 -0.014  N32 1.420, C42 1.544, H141 1.088, H149 1.057
59 C 3.040 3.566 -3.509  O20 1.393, C87 1.575, H126 1.113, H202 1.096
60 C -7.657 -0.503 -0.684  N35 1.469, C63 1.516, H90 1.051, H180 1.108
61 C 2.189 6.235 0.257  O9 1.432, C44 1.514, H97 1.174, H101 1.120
62 C 3.196 1.226 4.199  O19 1.418, C47 1.569, H92 1.101, H217 1.108
63 C -7.756 -0.721 0.812  O15 1.405, C60 1.516, H181 1.170, H185 1.105
64 C 4.392 2.312 -5.033  O20 1.449, H115 1.119, H118 1.101, H186 1.090
65 C 2.587 -0.035 6.156  O19 1.459, H151 1.058, H193 1.073, H203 1.100
66 C 5.891 2.392 -0.457  O1 1.207, N22 1.360, N23 1.433
67 C -4.249 -1.328 4.969  N36 1.456, C70 1.465, H134 1.055, H138 1.109
68 C -5.248 -1.795 -3.253  O3 1.385, C50 1.484, H166 1.050, H179 1.077
69 C 2.421 0.191 -2.518  O5 1.398, H100 1.139, H102 1.094, H119 1.076
70 C -4.768 -1.779 6.262  O17 1.369, C67 1.465, H93 1.114, H194 1.105
71 C -4.747 -5.925 2.338  O13 1.236, N29 1.460, N38 1.351
72 C 4.167 -1.958 -4.824  O4 1.203, N27 1.370, N33 1.387
73 C 5.794 5.798 6.288  O11 1.370, H124 1.123, H159 1.070, H182 1.112
74 C -3.560 2.602 -3.931  O16 1.426, C54 1.517, H89 1.084, H170 1.074
75 C 1.261 0.125 0.902  N25 1.481, C40 1.555, H169 1.120, H171 1.130
76 C -0.697 0.800 3.921  O18 1.446, H155 1.107, H168 1.061, H200 1.066
77 C 3.347 -6.467 -3.314  O10 1.393, H207 1.093, H212 1.080, H216 1.096
78 C 1.597 -5.493 0.576  N32 1.458, C52 1.549, H104 1.134, H110 1.027
79 C -5.019 2.360 0.079  O12 1.222, N26 1.406, N31 1.354
80 C -1.365 -1.812 -3.560  O21 1.442, C39 1.507, H158 1.149, H208 1.082
81 C -4.289 -3.852 -3.341  O3 1.428, H140 1.048, H157 1.077, H174 1.086
82 C -5.022 3.015 -5.666  O16 1.423, H98 1.140, H112 1.072, H144 1.153
83 C 7.634 0.127 -3.829  O8 1.451, C53 1.436, H88 1.134, H96 1.062
84 C -0.762 -0.606 -0.348  N25 1.469, C48 1.512, H121 1.100, H198 1.086
85 C 5.334 3.664 5.341  O11 1.425, C56 1.541, H106 1.068, H142 1.133
86 C 2.992 8.424 -0.184  O9 1.399, H94 1.076, H113 1.112, H176 1.098
87 C 2.680 5.085 -3.300  N24 1.409, C59 1.575, H109 1.090, H150 1.103
88 H 6.801 0.093 -4.597  C83 1.134
89 H -3.424 3.677 -3.924  C74 1.084
90 H -7.593 0.529 -0.876  C60 1.051
91 H 2.483 -2.072 -6.015  N27 0.998
92 H 2.322 0.638 3.876  C62 1.101
93 H -4.569 -0.935 6.960  C70 1.114
94 H 3.798 8.030 -0.778  C86 1.076
95 H -4.331 0.566 5.455  N36 0.999
96 H 8.558 0.144 -4.353  C83 1.062
97 H 2.945 6.249 1.156  C61 1.174
98 H -5.809 3.183 -4.858  C82 1.140
99 H -2.730 0.742 2.070  C45 1.126
100 H 1.927 0.696 -3.412  C69 1.139
101 H 1.271 5.715 0.631  C61 1.120
102 H 2.433 -0.883 -2.727  C69 1.094
103 H -7.758 -2.344 7.519  C43 1.134
104 H 1.406 -5.843 -0.485  C78 1.134
105 H -0.552 0.131 -2.908  C39 1.120
106 H 6.226 3.480 5.898  C85 1.068
107 H 4.673 0.132 3.056  C47 1.111
108 H -4.210 0.969 -1.182  N31 0.997
109 H 1.971 5.382 -4.072  C87 1.090
110 H 1.893 -6.263 1.187  C78 1.027
111 H -3.549 -6.521 3.760  N29 1.026
112 H -5.455 2.729 -6.604  C82 1.072
113 H 3.341 8.712 0.831  C86 1.112
114 H -6.330 -5.074 1.428  N38 0.993
115 H 3.864 1.357 -4.788  C64 1.119
116 H 0.436 -1.779 0.730  N25 0.997
117 H 5.075 -5.168 -1.794  C42 1.113
118 H 5.310 2.383 -4.430  C64 1.101
119 H 3.447 0.475 -2.358  C69 1.076
120 H -2.246 4.720 0.007  N28 1.030
121 H -0.874 0.476 -0.510  C84 1.100
122 H -6.146 -2.890 8.086  C43 1.085
123 H -0.583 -3.941 -2.091  C57 1.108
124 H 5.556 5.365 7.296  C73 1.123
125 H -2.822 -0.835 -1.095  C48 1.120
126 H 3.749 3.215 -2.727  C59 1.113
127 H -8.234 -3.375 2.593  C55 1.119
128 H -0.885 -2.888 2.830  C46 1.101
129 H -5.777 -4.112 2.706  N38 1.025
130 H 7.623 -1.895 -3.421  C53 1.124
131 H 0.983 -4.041 -2.765  C57 1.092
132 H -0.142 -4.077 0.489  C52 1.120
133 H 4.665 -1.978 -6.865  N33 1.016
134 H -3.194 -1.332 4.977  C67 1.055
135 H 5.953 -1.967 -5.741  N33 0.988
136 H -1.541 2.033 -4.424  C54 1.076
137 H -0.351 -4.489 -3.810  C57 1.089
138 H -4.560 -2.037 4.174  C67 1.109
139 H 1.559 6.268 -2.128  N24 1.006
140 H -3.718 -3.733 -2.471  C81 1.048
141 H 4.595 -3.955 0.239  C58 1.088
142 H 4.442 3.125 5.786  C85 1.133
143 H 2.224 -2.286 -4.413  N27 0.991
144 H -4.541 4.043 -5.872  C82 1.153
145 H -3.617 3.174 1.390  N26 1.032
146 H 5.899 3.608 1.317  N23 0.987
147 H 8.522 -0.858 -2.213  C53 1.095
148 H -2.647 -0.670 3.130  C45 1.093
149 H 4.158 -5.650 0.325  C58 1.057
150 H 3.535 5.749 -3.510  C87 1.103
151 H 3.035 -0.386 7.048  C65 1.058
152 H 6.261 1.205 1.149  N22 0.949
153 H 2.750 -0.851 -0.418  C40 1.104
154 H -3.167 0.199 -4.198  N30 0.986
155 H -0.426 0.820 2.847  C76 1.107
156 H -4.178 -2.977 -0.531  C51 1.142
157 H -4.508 -4.902 -3.438  C81 1.077
158 H -1.933 -2.190 -4.484  C80 1.149
159 H 5.453 6.810 6.221  C73 1.070
160 H -2.630 -0.721 0.735  C48 1.137
161 H 6.128 1.420 4.341  N37 0.985
162 H 6.325 0.434 -0.368  N22 1.006
163 H -4.603 1.581 3.289  C41 1.080
164 H -8.480 -1.634 2.992  C55 1.096
165 H 5.541 4.354 -0.201  N23 0.974
166 H -4.995 -1.440 -4.208  C68 1.050
167 H -0.461 -5.550 1.430  C52 1.095
168 H -0.222 1.587 4.450  C76 1.061
169 H 1.693 -0.106 1.909  C75 1.120
170 H -4.224 2.336 -3.130  C74 1.074
171 H 0.745 1.126 0.998  C75 1.130
172 H 3.140 0.888 -0.014  C40 1.122
173 H 0.853 3.873 -1.436  N34 1.001
174 H -3.703 -3.497 -4.184  C81 1.086
175 H -3.628 -2.709 1.183  C51 1.093
176 H 2.657 9.281 -0.784  C86 1.098
177 H 5.777 -1.289 -2.460  O2 0.941
178 H 6.568 3.825 3.616  C56 1.114
179 H -4.380 -1.684 -2.624  C68 1.077
180 H -8.537 -0.782 -1.297  C60 1.108
181 H -8.637 -0.029 1.147  C63 1.170
182 H 6.899 5.730 6.182  C73 1.112
183 H -3.929 -5.014 4.049  N29 1.030
184 H -6.423 -1.184 7.949  C43 1.093
185 H -6.781 -0.376 1.202  C63 1.105
186 H 4.559 2.256 -6.109  C64 1.090
187 H -0.082 -3.754 4.193  C46 1.088
188 H 2.555 -3.843 1.190  N32 0.973
189 H 0.913 2.216 -1.280  N34 1.035
190 H -1.197 -4.599 3.114  C46 1.146
191 H -1.754 2.233 -2.784  C54 1.085
192 H -6.768 -2.277 2.770  C55 1.112
193 H 2.267 -0.878 5.573  C65 1.073
194 H -4.138 -2.623 6.596  C70 1.105
195 H -7.297 -1.067 -3.232  C50 1.090
196 H 3.171 4.508 -0.619  C44 1.084
197 H -1.051 5.229 -1.135  N28 1.011
198 H -0.366 -1.052 -1.255  C84 1.086
199 H 3.856 6.104 -1.112  C44 1.138
200 H -0.494 -0.196 4.243  C76 1.066
201 H 3.595 -4.231 -2.147  C42 1.074
202 H 2.077 3.057 -3.384  C59 1.096
203 H 1.679 0.565 6.318  C65 1.100
204 H 3.859 1.548 2.296  C47 1.095
205 H -6.434 -2.150 -1.026  N35 1.014
206 H -4.824 0.005 2.637  C41 1.125
207 H 4.362 -6.605 -3.694  C77 1.093
208 H -1.944 -2.171 -2.719  C80 1.082
209 H 4.833 3.751 3.314  C56 1.058
210 H -3.198 -4.158 0.376  C51 1.095
211 H -3.045 1.845 -0.158  N31 1.038
212 H 2.715 -7.321 -3.502  C77 1.080
213 H -0.673 -0.111 -4.626  C39 1.109
214 H 6.708 1.522 -2.717  O8 0.974
215 H -5.121 3.724 1.612  N26 0.995
216 H 2.983 -5.636 -3.930  C77 1.096
217 H 2.854 2.275 4.300  C62 1.108
218 H -6.127 0.051 -2.820  C50 1.064